ORCA calculation (ωB97M-V with the def2-TZVPD basis set) on a 10-piece molecular cluster, C8H32O9 overall in a non-equilibrium geometry.

```
! wB97M-V def2-TZVPD RIJCOSX def2/J DEFGRID3
* xyz 0 1
C -3.003 -1.659 0.263
C -1.653 -1.897 0.081
C -0.631 -0.748 0.199
C 0.551 -0.990 -0.663
C 0.785 -0.003 -1.635
C 1.297 -2.263 -0.622
C 2.710 -1.918 -0.130
C 3.727 -1.181 -0.952
H -3.698 -2.385 0.131
H -3.500 -0.741 0.529
H -1.161 -2.851 0.116
H -1.133 0.233 0.009
H -0.257 -0.735 1.257
H 1.699 -0.063 -2.103
H 0.292 0.927 -1.862
H 1.480 -2.515 -1.839
H 0.884 -3.231 -0.100
H 3.149 -2.901 0.198
H 2.543 -1.172 0.681
H 4.406 -1.754 -1.499
H 3.208 -0.526 -1.735
H 4.377 -0.473 -0.405
O -2.423 -0.432 -2.409
H -1.536 -0.195 -2.213
H -2.745 0.073 -1.569
O -0.395 3.940 -2.278
H 0.114 3.212 -2.396
H 0.055 3.956 -1.468
O 1.626 0.031 3.466
H 1.928 -0.628 2.949
H 0.643 -0.005 3.662
O -1.853 -2.710 -3.962
H -2.310 -1.880 -4.127
H -1.742 -2.701 -2.979
O 1.951 2.078 -4.060
H 2.396 1.511 -3.454
H 1.553 1.609 -4.710
O -3.525 1.312 2.714
H -4.140 1.687 3.303
H -3.925 0.387 2.736
O -0.790 0.723 4.362
H -0.865 0.495 5.238
H -1.638 1.056 3.967
O 1.151 2.619 3.709
H 0.510 2.423 4.404
H 1.602 1.837 3.273
O -0.565 2.668 0.342
H 0.051 2.513 0.999
H -1.201 3.266 0.581
*
```

Calculated values
* LUMO energy: -0.27 eV
* orbital gap: 9.03 eV
* structure (SMILES): C=CCC(=C)CCC.O.O.O.O.O.O.O.O.O
* calculated total energy: -1000.9615 a.u.

ORCA calculation (ωB97M-V with the def2-TZVPD basis set) on a 11-piece molecular cluster, C8H38N16O11 overall in a non-equilibrium geometry.

```
! wB97M-V def2-TZVPD RIJCOSX def2/J DEFGRID3
* xyz 0 1
N 1.807 -2.478 1.136
C 1.763 -3.740 1.598
N 1.326 -4.557 0.743
O 2.063 -3.913 2.776
H 2.276 -1.787 1.704
H 1.623 -2.254 0.169
H 1.212 -5.503 1.077
H 1.332 -4.271 -0.226
N -4.808 -1.563 -0.458
C -3.655 -1.020 -0.609
N -2.701 -1.788 -0.094
O -3.469 0.000 -1.138
H -5.608 -1.254 -0.991
H -5.046 -2.247 0.246
H -1.755 -1.448 -0.196
H -2.977 -2.340 0.706
N 4.797 0.223 0.466
C 3.665 0.398 1.011
N 2.936 1.162 0.199
O 3.280 -0.176 2.035
H 4.986 0.884 -0.274
H 5.400 -0.510 0.811
H 3.229 1.791 -0.535
H 1.975 1.256 0.497
N 2.873 -0.438 -2.812
C 2.333 -1.494 -2.330
N 2.633 -2.586 -2.960
O 1.588 -1.487 -1.342
H 3.493 -0.517 -3.605
H 2.664 0.511 -2.534
H 3.198 -2.438 -3.784
H 2.299 -3.483 -2.637
N -0.979 0.134 -2.801
C -1.260 -0.679 -3.851
N -1.149 -0.033 -4.957
O -1.613 -1.801 -3.795
H -0.513 0.999 -3.035
H -1.178 -0.102 -1.840
H -1.215 -0.543 -5.826
H -1.395 0.944 -5.023
N -0.723 -0.734 3.097
C -0.176 -0.382 4.194
N 0.565 0.727 4.099
O -0.472 -0.825 5.271
H -1.281 -1.574 3.039
H -0.614 -0.288 2.198
H 0.702 1.127 3.182
H 0.834 1.133 4.984
N 1.382 3.756 0.415
C 0.818 3.261 1.459
N 1.540 3.494 2.515
O -0.124 2.451 1.485
H 0.994 3.789 -0.516
H 2.251 4.264 0.508
H 2.394 3.996 2.317
H 1.432 3.135 3.453
N -3.267 1.970 0.912
C -4.309 2.490 1.534
N -3.994 2.915 2.730
O -5.448 2.414 1.102
H -3.467 1.334 0.154
H -2.330 2.019 1.287
H -4.776 3.454 3.073
H -3.055 3.202 2.966
O -0.352 -0.030 0.125
H 0.456 -0.407 -0.221
H -0.195 0.914 0.127
O -0.752 2.999 -2.011
H -0.871 3.609 -2.740
H -1.632 2.669 -1.828
O -0.508 -3.201 -1.959
H 0.217 -2.668 -1.632
H -0.674 -2.866 -2.840
*
```

Calculated values
* LUMO energy: -0.81 eV
* orbital gap: 7.53 eV
* structure (SMILES): NC(N)=O.NC(N)=O.NC(N)=O.NC(N)=O.NC(N)=O.NC(N)=O.NC(N)=O.NC(N)=O.O.O.O
* calculated total energy: -2031.5635 a.u.

ORCA calculation (ωB97M-V with the def2-TZVPD basis set) on an isolated ion of composition C8H3BrClF5INO3P and charge +1.

```
! wB97M-V def2-TZVPD RIJCOSX def2/J DEFGRID3
* xyz 1 1
O 0.518 2.507 1.078
C -0.020 2.003 0.145
O -0.209 2.599 -1.064
P 0.952 2.356 -2.261
O 0.499 0.806 -2.552
Cl -0.066 3.340 -3.708
C -0.705 0.643 0.226
C -2.105 0.644 0.164
I -3.287 2.329 -0.022
C -2.719 -0.578 0.276
F -4.002 -0.748 0.232
N -2.020 -1.700 0.451
C -0.670 -1.725 0.506
Br 0.044 -3.424 0.716
C 0.034 -0.549 0.377
C 1.561 -0.618 0.388
F 2.104 0.560 0.046
F 1.914 -1.493 -0.594
C 2.177 -1.087 1.763
F 2.952 -0.108 2.236
F 2.933 -2.183 1.547
H 1.244 0.354 -2.978
H -2.536 -2.572 0.538
H 1.407 -1.355 2.491
*
```

Calculated values
* LUMO energy: -5.34 eV
* orbital gap: 7.80 eV
* structure (SMILES): O=C(OP(O)Cl)c1c(I)c(F)[nH+]c(Br)c1C(F)(F)C(F)F
* calculated total energy: -4759.5200 a.u.

ORCA calculation (ωB97M-V with the def2-TZVPD basis set) on C8H3CaNO5S as an isolated structure in a non-equilibrium geometry.

```
! wB97M-V def2-TZVPD RIJCOSX def2/J DEFGRID3
* xyz 2 1
O -0.085 0.007 -5.183
C -0.085 0.008 -3.982
Ca -0.092 0.007 -1.298
O -1.878 -3.010 -1.036
C -1.300 -2.037 -1.200
C 1.126 2.057 -1.207
O 1.707 3.028 -1.042
C -2.128 1.222 -1.198
O -3.104 1.794 -1.030
C 1.960 -1.208 -1.210
O 2.935 -1.780 -1.037
S -0.996 -0.132 3.727
C 0.770 0.036 3.383
C 1.073 0.084 1.989
N -0.042 -0.006 1.210
C -1.252 -0.131 1.973
H 1.560 0.096 4.160
H 2.086 0.182 1.485
H -2.252 -0.217 1.496
*
```

Calculated values
* LUMO energy: -8.97 eV
* orbital gap: 7.15 eV
* calculated total energy: -1812.7948 a.u.